Entry 1:
Entry from the OMol25 dataset: a molecular structure, C46H55CuGeNO2 (ωB97M-V with the def2-TZVPD basis set).

Geometry as XYZ:
```
106
Properties=species:S:1:pos:R:3:lowdin_charge:R:1
Cu 0.4818 -0.5481 0.2600 0.521
C 4.1708 1.8765 5.5240 -0.042
C 3.5722 3.0615 4.7528 -0.549
C 2.4851 3.7287 5.6082 -0.037
C 4.6826 4.0830 4.4958 -0.059
C 2.9477 2.5447 3.4518 -0.134
C 1.9394 1.6345 3.4834 0.049
C 1.4054 1.1203 2.2712 -0.145
N 0.3971 0.2672 2.1181 0.110
C -0.4175 -0.4333 2.8969 -0.151
C -0.6926 -0.2202 4.2807 0.052
C -1.5828 -1.0125 4.9219 -0.141
C -2.2317 -2.0569 4.1681 0.068
C -2.0371 -2.3386 2.8487 -0.071
C -1.0663 -1.5304 2.1669 -0.214
O -0.7141 -1.8049 0.9544 -0.105
C -2.7907 -3.4565 2.1237 -0.531
C -3.8250 -4.1191 3.0364 -0.061
C -1.7973 -4.5330 1.6706 -0.033
C -3.5409 -2.8865 0.9078 -0.029
C -1.9511 -0.8440 6.3915 -0.558
C -3.4613 -0.5884 6.5129 -0.035
C -1.5873 -2.1342 7.1443 -0.035
C -1.2029 0.3222 7.0346 -0.062
C 2.0179 1.4781 0.9830 -0.204
O 1.7559 0.7721 -0.0771 -0.131
C 2.9193 2.5802 0.9463 -0.070
C 3.3673 3.0179 2.1681 0.067
C 3.4336 3.2787 -0.3277 -0.522
C 3.2775 4.7994 -0.1415 -0.044
C 2.6525 2.9199 -1.5982 -0.043
C 4.9208 2.9516 -0.5304 -0.028
H 4.5918 2.2225 6.4711 0.092
H 4.9686 1.3984 4.9477 0.083
H 3.4155 1.1174 5.7465 0.075
H 2.9283 4.1487 6.5143 0.091
H 1.7169 3.0141 5.9163 0.076
H 1.9950 4.5381 5.0614 0.095
H 5.1180 4.3870 5.4493 0.092
H 4.3059 4.9856 4.0061 0.092
H 5.4888 3.6670 3.8850 0.090
H 1.5604 1.2709 4.4280 0.102
H -0.2342 0.6134 4.7856 0.090
H -2.9496 -2.6620 4.7048 0.098
H -3.3627 -4.6169 3.8941 0.091
H -4.3556 -4.8830 2.4651 0.092
H -4.5693 -3.4069 3.4036 0.093
H -1.2228 -4.9128 2.5213 0.097
H -1.1001 -4.1551 0.9231 0.057
H -2.3456 -5.3728 1.2361 0.093
H -4.2858 -2.1499 1.2207 0.094
H -4.0660 -3.6966 0.3944 0.091
H -2.8653 -2.4187 0.1941 0.074
H -4.0533 -1.4240 6.1332 0.081
H -3.7524 0.3105 5.9640 0.096
H -3.7296 -0.4477 7.5623 0.092
H -2.1225 -3.0020 6.7515 0.081
H -1.8489 -2.0347 8.2006 0.092
H -0.5149 -2.3364 7.0757 0.090
H -1.4474 1.2763 6.5583 0.092
H -0.1183 0.1798 6.9967 0.086
H -1.4879 0.3961 8.0856 0.092
H 4.1152 3.7983 2.1576 0.098
H 2.2327 5.0655 0.0371 0.098
H 3.6058 5.3096 -1.0496 0.091
H 3.8753 5.1913 0.6830 0.077
H 1.5815 3.0969 -1.4718 0.097
H 2.7862 1.8882 -1.9102 0.057
H 3.0030 3.5679 -2.4047 0.092
H 5.5258 3.3184 0.3035 0.087
H 5.2868 3.4274 -1.4449 0.095
H 5.0918 1.8746 -0.6150 0.064
C 4.8081 -0.8930 -3.9847 -0.056
C 4.0547 -2.0589 -4.0251 -0.063
C 3.2560 -2.4086 -2.9443 -0.087
C 3.2117 -1.5874 -1.8144 -0.278
C 3.9761 -0.4170 -1.7807 -0.126
C 4.7719 -0.0727 -2.8619 -0.060
Ge 2.2208 -2.1559 -0.2963 1.141
C 1.3123 -3.8120 -0.5617 -0.320
C 0.3783 -3.9545 -1.5928 -0.117
C -0.1916 -5.1919 -1.8511 -0.066
C 0.1748 -6.2958 -1.0876 -0.066
C 1.1009 -6.1625 -0.0625 -0.067
C 1.6654 -4.9208 0.2095 -0.096
C 3.0139 -1.9275 1.4246 -0.286
C 2.3229 -2.3884 2.5504 -0.107
C 2.8425 -2.1852 3.8212 -0.057
C 4.0557 -1.5226 3.9730 -0.069
C 4.7548 -1.0748 2.8589 -0.062
C 4.2369 -1.2715 1.5851 -0.077
H 5.4273 -0.6226 -4.8313 0.113
H 4.0891 -2.6979 -4.8983 0.112
H 2.6828 -3.3273 -2.9812 0.097
H 3.9304 0.2306 -0.9165 0.060
H 5.3582 0.8381 -2.8335 0.107
H 0.0929 -3.1015 -2.2000 0.111
H -0.9160 -5.2987 -2.6490 0.112
H -0.2657 -7.2632 -1.2936 0.112
H 1.3856 -7.0246 0.5279 0.112
H 2.3961 -4.8299 1.0048 0.102
H 1.3770 -2.9075 2.4373 0.102
H 2.3023 -2.5422 4.6901 0.111
H 4.4636 -1.3643 4.9641 0.109
H 5.7057 -0.5708 2.9803 0.111
H 4.7893 -0.9161 0.7241 0.097
```

energy: -155330.2221 eV
net charge: +1
Kohn-Sham gap (spin up / spin down): 5.70 / 5.71 eV
2S+1: 1
E_HOMO (spin up / spin down): -10.34 / -10.33 eV

***

Entry 2:
Entry from the OMol25 dataset: 7 unconnected molecules or ions with the total composition C17H46FNO9P in a non-equilibrium geometry (ωB97M-V with the def2-TZVPD basis set).

Geometry as XYZ:
```
75
Properties=species:S:1:pos:R:3:lowdin_charge:R:1
O 3.0654 -3.1872 0.4862 -0.345
P 3.0235 -2.2912 -0.8153 0.728
O 2.4482 -3.1516 -2.2340 -0.204
O 4.7136 -1.8803 -1.1704 -0.236
C 2.1065 -0.6267 -0.6274 -0.173
C 0.5475 -0.7414 -0.1330 -0.249
C -0.4575 -0.3079 -1.3627 -0.046
C -0.9906 -1.8130 -1.8132 -0.142
F -0.6248 -2.2702 -3.1887 -0.056
C -0.6406 -2.8686 -0.5767 0.174
N 0.1756 -2.1528 0.2650 0.070
H 2.8336 -2.6265 -3.0072 0.088
H 4.6935 -1.0640 -1.7853 0.085
H 2.0793 -0.1258 -1.7051 0.116
H 2.6763 0.1214 0.0930 0.137
H 0.3984 -0.0609 0.8242 0.184
H -0.0095 0.1247 -2.3539 0.139
H -1.2677 0.4742 -0.9921 0.146
H -2.1648 -1.6810 -1.6620 0.151
H -1.0027 -3.9733 -0.4427 0.194
H 0.5958 -2.5225 1.1547 0.166
C 7.3245 -2.3471 -4.8758 -0.076
C 6.3848 -1.8750 -3.7858 -0.342
O 5.5697 -0.8189 -4.2720 -0.097
H 7.9589 -1.5238 -5.2201 0.085
H 7.9633 -3.1585 -4.5156 0.083
H 6.7620 -2.7010 -5.7459 0.077
H 6.9509 -1.5020 -2.9272 0.098
H 5.7381 -2.6896 -3.4453 0.098
H 5.0648 -1.1628 -5.0289 0.091
C -2.5452 -3.9077 3.9002 -0.078
C -1.6101 -2.7165 3.9266 -0.298
O -1.2373 -2.3632 2.6028 -0.128
H -2.0647 -4.7633 3.4146 0.081
H -2.8385 -4.1957 4.9137 0.085
H -3.4474 -3.6794 3.3234 0.061
H -0.7005 -2.9560 4.4852 0.120
H -2.0880 -1.8528 4.3992 0.116
H -2.0513 -2.1442 2.1175 0.042
C -5.9120 -0.5253 0.5126 -0.075
C -4.5993 -1.2410 0.2699 -0.315
O -3.8884 -1.3777 1.4914 -0.108
H -5.7361 0.4644 0.9465 0.052
H -6.4704 -0.4078 -0.4204 0.084
H -6.5299 -1.0805 1.2258 0.088
H -3.9760 -0.6721 -0.4262 0.097
H -4.7674 -2.2367 -0.1520 0.111
H -4.4469 -1.8916 2.0998 0.097
C -4.4539 3.8992 2.3047 -0.090
C -4.9879 2.7628 3.1517 -0.305
O -4.8724 1.5360 2.4461 -0.120
H -5.0041 3.9668 1.3605 0.072
H -4.5399 4.8530 2.8328 0.075
H -3.4025 3.7311 2.0493 0.073
H -6.0443 2.9237 3.3863 0.120
H -4.4342 2.6805 4.0921 0.111
H -3.9297 1.3983 2.2500 0.085
C 7.4897 -1.4856 0.2559 -0.093
C 8.4248 -0.2944 0.2822 -0.321
O 8.7976 0.0589 -1.0416 -0.088
H 7.9701 -2.3412 -0.2298 0.086
H 7.1964 -1.7736 1.2694 0.081
H 6.5875 -1.2573 -0.3209 0.031
H 9.3344 -0.5339 0.8408 0.117
H 7.9469 0.5693 0.7548 0.107
H 7.9836 0.2779 -1.5268 0.076
C -4.9203 7.6207 -1.0443 -0.096
C -5.7181 7.0888 0.1281 -0.329
O -4.9503 7.1813 1.3191 -0.100
H -3.9896 7.0565 -1.1640 0.075
H -5.4966 7.5521 -1.9713 0.075
H -4.6400 8.6662 -0.8798 0.075
H -5.9773 6.0378 -0.0303 0.104
H -6.6442 7.6562 0.2624 0.110
H -4.7325 8.1194 1.4553 0.091
```

energy: -50289.0627 eV
net charge: +1
Kohn-Sham gap: 6.92 eV
2S+1: 1
E_HOMO: -11.84 eV

***

Entry 3:
Entry from the OMol25 dataset: HNO3P2 in the gas phase in a non-equilibrium geometry (ωB97M-V with the def2-TZVPD basis set).

Geometry as XYZ:
```
7
Properties=species:S:1:pos:R:3:nbo_charge:R:1
N -0.2745 0.8932 -0.1178 0.274
O -0.8828 1.8577 0.2932 -0.294
O 0.9907 0.7040 0.2896 -0.555
O 2.0504 -1.5679 -0.1742 -1.023
P 1.0535 -1.0619 0.7400 1.367
P -0.9274 -0.8119 -0.6697 0.250
H -2.0099 -0.0132 -0.3611 -0.020
```

energy: -26222.0936 eV
Kohn-Sham gap (spin up / spin down): 7.88 / 7.88 eV
2S+1: 1
E_HOMO (spin up / spin down): -9.37 / -9.37 eV

***

Entry 4:
Entry from the OMol25 dataset: a gas-phase ion, C5H11N2 (charge +1) in a non-equilibrium geometry (ωB97M-V with the def2-TZVPD basis set).

Geometry as XYZ:
```
18
Properties=species:S:1:pos:R:3:nbo_charge:R:1
C 0.7575 -1.5467 0.3202 -0.644
C 0.6632 -0.0959 0.0399 0.058
C -1.1933 0.1096 -0.0125 0.561
N -1.7229 1.2057 0.4866 -0.741
N -1.8166 -0.9344 -0.4692 -0.739
C 1.3255 1.0946 0.5036 -0.442
C 1.2973 0.6903 -0.9899 -0.455
H -0.1113 -1.8390 0.9874 0.237
H 1.6638 -1.8114 0.8760 0.265
H 0.6535 -1.9507 -0.6720 0.215
H -1.0772 2.0365 0.6334 0.437
H -2.6612 1.3336 0.7648 0.423
H -1.3038 -1.5991 -1.0389 0.431
H -2.7264 -1.1893 -0.2794 0.416
H 2.2796 1.0496 1.0316 0.256
H 0.8088 1.8646 0.9712 0.216
H 0.9979 1.4152 -1.8333 0.268
H 2.1657 0.1669 -1.3198 0.238
```

energy: -8334.9227 eV
net charge: +1
Kohn-Sham gap: 11.41 eV
2S+1: 1
E_HOMO: -14.61 eV
SMILES: CC1(C(N)=[NH2+])CC1

***

Entry 5:
Entry from the OMol25 dataset: a molecular structure, C23H21N3O2PdS in a non-equilibrium geometry (ωB97M-V with the def2-TZVPD basis set).

Geometry as XYZ:
```
51
Properties=species:S:1:pos:R:3:nbo_charge:R:1
Pd -2.0341 -0.3682 -0.4890 0.840
O -2.1248 0.0462 1.7374 -0.546
N -2.1587 1.2526 2.0828 0.159
N -2.0342 2.0894 1.1156 0.108
O -1.9377 1.7611 -0.1617 -0.676
C -2.0218 3.4939 1.4378 0.179
C -2.1392 3.9303 2.7526 -0.248
C -2.1152 5.2893 3.0137 -0.201
C -1.9755 6.2088 1.9811 -0.221
C -1.8599 5.7569 0.6767 -0.200
C -1.8827 4.3965 0.3967 -0.251
H -2.2474 3.2098 3.5503 0.241
H -2.2061 5.6325 4.0366 0.215
H -1.9573 7.2697 2.1943 0.214
H -1.7507 6.4632 -0.1365 0.214
H -1.7950 4.0246 -0.6120 0.248
C 4.8950 -0.2464 -1.8922 -0.595
C 4.0324 -0.1803 -0.6244 -0.083
C 3.3815 1.2006 -0.5512 -0.607
C 4.9235 -0.3610 0.6114 -0.596
C 2.9926 -1.3002 -0.6699 -0.001
C 3.4230 -2.6427 -0.6938 -0.150
C 2.5446 -3.7041 -0.7312 -0.220
C 1.1795 -3.4263 -0.7512 -0.250
S -0.1809 -4.5083 -0.7889 0.427
C -1.2432 -3.1432 -0.7818 0.086
N -0.6467 -1.9926 -0.7710 -0.491
C 0.7346 -2.1073 -0.7401 0.198
C 1.6353 -1.0439 -0.6958 -0.239
C -2.6943 -3.1533 -0.7650 -0.105
C -3.4852 -4.2972 -0.7482 -0.182
C -4.8630 -4.1687 -0.6915 -0.233
C -5.4377 -2.9027 -0.6564 -0.174
C -4.6443 -1.7585 -0.6679 -0.270
C -3.2718 -1.8837 -0.7273 -0.030
H 5.6368 0.5555 -1.8846 0.210
H 4.2760 -0.1342 -2.7849 0.213
H 5.4265 -1.1971 -1.9681 0.206
H 4.1599 1.9647 -0.5167 0.215
H 2.7665 1.3091 0.3447 0.215
H 2.7583 1.4014 -1.4252 0.212
H 5.6636 0.4408 0.6585 0.210
H 5.4599 -1.3115 0.5906 0.205
H 4.3254 -0.3309 1.5246 0.215
H 4.4841 -2.8603 -0.6822 0.206
H 2.9108 -4.7227 -0.7387 0.223
H 1.2337 -0.0413 -0.6730 0.234
H -3.0248 -5.2791 -0.7733 0.213
H -5.4903 -5.0499 -0.6709 0.218
H -6.5150 -2.8018 -0.6080 0.217
H -5.1061 -0.7795 -0.6326 0.227
```

energy: -47068.8721 eV
Kohn-Sham gap: 7.59 eV
2S+1: 1
E_HOMO: -7.93 eV

***

Entry 6:
Entry from the OMol25 dataset: a gas-phase ion, CH3O2S (charge -1) in a non-equilibrium geometry (ωB97M-V with the def2-TZVPD basis set).

Geometry as XYZ:
```
7
Properties=species:S:1:pos:R:3:nbo_charge:R:1
C 0.0472 0.1730 0.0436 -0.833
O 2.8058 0.1332 1.4191 -1.033
O 1.8243 2.0781 -0.3922 -1.012
S 1.3922 1.3532 0.8472 1.244
H -0.7384 -0.2269 0.8470 0.186
H 0.5952 -0.6740 -0.4318 0.235
H -0.5325 1.0220 -0.5238 0.213
```

energy: -16013.9425 eV
net charge: -1
Kohn-Sham gap (spin up / spin down): 7.49 / 7.49 eV
2S+1: 1
E_HOMO (spin up / spin down): -3.33 / -3.33 eV

***

Entry 7:
Entry from the OMol25 dataset: a molecular structure, C20H12BCl5F2IN2O3Os in a non-equilibrium geometry (ωB97M-V with the def2-TZVPD basis set).

Geometry as XYZ:
```
47
Properties=species:S:1:pos:R:3:nbo_charge:R:1
Os 1.1306 -0.8545 0.9016 0.780
C 0.8943 0.6429 -5.0095 -0.842
C 0.1156 0.9562 -2.9545 -0.318
N -0.0966 1.7148 -1.9045 -0.403
C -1.3842 2.2993 -1.8074 0.031
C -1.7899 2.2994 -0.5234 -0.066
C -3.0713 2.8716 0.0136 -0.086
O -3.6424 2.0715 1.0293 -0.715
C -0.7937 1.6114 0.2452 -0.189
C -0.8500 1.2125 1.5709 0.133
N -0.0518 0.2910 2.0877 -0.481
C -0.1189 0.0536 3.4777 0.156
C -0.3032 1.0930 4.3892 -0.209
C -0.2847 0.8525 5.7517 -0.173
C -0.1118 -0.4340 6.2372 -0.170
C 0.0342 -1.4930 5.3508 -0.223
C 0.0521 -1.2253 3.9996 -0.160
I 0.3582 -2.8149 2.5900 0.499
C 0.2888 1.2618 -0.6464 0.683
O 1.4314 0.7594 -0.3786 -0.590
H -0.9611 0.5269 -4.1815 -0.006
H -0.5150 -0.4678 -4.8229 0.082
H 1.4671 0.9770 -5.8297 0.265
H -1.8727 2.5871 -2.7226 0.240
H -3.7585 3.0357 -0.8208 0.195
H -2.8627 3.8398 0.4752 0.206
H -4.1002 1.3232 0.6312 0.481
H -1.6450 1.6239 2.1840 0.249
H -0.4100 2.1027 4.0168 0.234
H -0.3920 1.6806 6.4374 0.242
H -0.0898 -0.6212 7.3010 0.244
H 0.1431 -2.5068 5.7086 0.244
Cl 2.0502 -3.9505 -5.6954 0.080
C 1.4518 -3.0934 -4.3409 -0.129
C 2.2212 -2.9777 -3.1588 -0.075
Cl 3.7687 -3.6823 -3.0388 0.085
C 1.6527 -2.2995 -2.0572 -0.220
Cl 2.4826 -2.2428 -0.5303 0.199
C 0.4392 -1.6344 -2.0997 0.419
O -0.2696 -1.2476 -1.0543 -0.751
C 0.2265 -1.1634 -3.4888 -0.685
Cl 0.1050 0.1162 -3.9973 1.606
C 0.2484 -2.4309 -4.3655 -0.032
Cl -0.7938 -2.1718 -5.7009 0.089
F 3.9501 -0.9658 1.9317 -0.487
B 2.8148 -0.2936 2.0042 1.055
F 2.8424 0.7672 2.7952 -0.491
```

energy: -109314.2603 eV
net charge: +1
Kohn-Sham gap (spin up / spin down): 4.94 / 4.55 eV
2S+1: 5
E_HOMO (spin up / spin down): -9.23 / -10.65 eV

***

Entry 8:
Entry from the OMol25 dataset: C16H18N2O3S in the gas phase in a non-equilibrium geometry (ωB97M-V with the def2-TZVPD basis set).

Geometry as XYZ:
```
40
Properties=species:S:1:pos:R:3:nbo_charge:R:1
C 3.9020 -2.9662 1.3500 -0.635
C 2.6490 -3.8064 1.1484 -0.073
O 1.5048 -2.9884 0.9015 -0.510
C 1.3456 -2.5538 -0.3599 0.766
O 2.0842 -2.8393 -1.2725 -0.609
C 0.1778 -1.6960 -0.5013 -0.392
S -0.1653 -1.0264 -2.0695 0.424
C -1.5280 -0.1948 -1.3424 0.294
N -2.2978 0.6134 -2.1216 -0.638
C -3.1648 1.6460 -1.7899 0.708
O -3.7309 2.2227 -2.6863 -0.579
C -3.2847 2.0134 -0.3384 -0.520
C -2.2694 3.1311 -0.0125 -0.404
C -0.8568 2.6411 -0.1549 -0.019
C -0.2122 2.0247 0.9099 -0.233
C 1.0639 1.5119 0.7603 -0.152
C 1.7135 1.6083 -0.4584 -0.239
C 1.0855 2.2340 -1.5218 -0.208
C -0.1899 2.7487 -1.3690 -0.224
N -1.6878 -0.4274 -0.0808 -0.528
C -0.7463 -1.2576 0.4191 0.260
C -0.7968 -1.6083 1.8615 -0.649
H 4.7387 -3.6136 1.5958 0.218
H 4.1336 -2.4234 0.4369 0.225
H 3.7532 -2.2541 2.1585 0.208
H 2.7858 -4.4904 0.3045 0.201
H 2.4014 -4.3701 2.0502 0.189
H -2.1574 0.5155 -3.1217 0.420
H -3.0992 1.1467 0.2915 0.262
H -4.2923 2.3968 -0.1734 0.238
H -2.4470 3.4631 1.0118 0.220
H -2.4457 3.9722 -0.6859 0.221
H -0.7190 1.9389 1.8602 0.210
H 1.5530 1.0318 1.5957 0.202
H 2.7046 1.1972 -0.5804 0.216
H 1.5889 2.3160 -2.4738 0.216
H -0.6775 3.2354 -2.2024 0.215
H -0.8819 -2.6854 1.9874 0.238
H 0.1173 -1.2907 2.3580 0.233
H -1.6518 -1.1166 2.3158 0.228
```

energy: -36843.3720 eV
Kohn-Sham gap: 8.84 eV
2S+1: 1
E_HOMO: -8.63 eV
SMILES: CCOC(=O)c1sc(NC(=O)CCc2ccccc2)nc1C

***

> Number 7 is which compound?

C20H12BCl5F2IN2O3Os

***

> Which of these has the lowest energy?

C46H55CuGeNO2

***

> Which value of 2S+1 does entry 2 give?

1